# C8H11ClN2S

A 2-piece molecular cluster, C8H11ClN2S overall in a non-equilibrium geometry (the ωB97M-V functional and the def2-TZVPD basis, OMol25).

```
23
Properties=species:S:1:pos:R:3:forces:R:3
Cl -0.72775 -5.10885 0.56268 0.1 -0.9 0.1
S -1.06524 -0.28226 -0.71936 -0.5 0.1 -0.1
N 1.25926 -3.95916 -0.86364 -3.1 2.6 2.7
N -1.75832 -3.02947 1.93086 -2.5 -0.8 0.0
C 0.27789 -3.90332 -0.07713 2.6 0.0 -2.7
C -0.00338 2.18667 -0.73509 2.4 2.0 -0.1
C 0.77037 3.19331 -0.25496 -2.1 -0.2 0.7
C 0.30911 0.80768 -0.56149 -1.4 -0.6 -0.1
C 1.46910 0.28392 -0.36353 5.6 -0.5 1.1
C -1.81374 -2.17554 0.94441 -2.7 -1.7 0.3
C -0.85273 -1.24073 0.66764 2.4 0.9 1.2
C 0.35198 4.66327 -0.37626 -1.9 -2.6 -0.1
H -0.68150 2.35145 -1.52518 -1.2 0.6 -0.6
H 2.45834 0.91577 -0.23784 -2.3 -1.0 -0.4
H 1.39796 2.95804 0.59473 0.5 -0.1 -0.2
H -2.73935 -2.22822 0.28936 1.2 0.4 0.3
H 1.78021 -4.75970 -1.04036 0.8 -2.1 -0.5
H -0.16712 4.72552 -1.33532 0.2 0.6 -0.1
H -2.67403 -3.65480 1.84917 2.4 1.7 0.5
H 0.00261 -0.99644 1.41343 -1.6 -0.6 -1.5
H -0.48830 4.72047 0.38449 1.3 0.8 -0.5
H 1.71815 -0.79020 -0.25384 -0.7 0.7 -0.2
H 1.17647 5.32260 -0.29276 0.4 0.9 0.3
```
Forces are in eV/Å.

Summary:
F_max, Eh/bohr: 0.1106
Multiplicity: 1
Net charge: 0
Orbital gap (spin up / spin down), eV: 8.12 / 6.70
Energy above the lowest of the compared OMol25 structures with the same formula, charge and spin, kJ/mol: 68.2

Atomic partial charges in e from the Löwdin method, atoms 1 to 8: Cl 0.6667; S 1.0070; N 0.0407; N -0.0365; C -0.6156; C -0.1660; C -0.1235; C -0.6602